A cluster of 2 separate species, CHCl2O2S in total in a non-equilibrium geometry, computed with ωB97M-V/def2-TZVPD.

Geometry as XYZ:
```
7
Properties=species:S:1:pos:R:3:forces:R:3
C 0.60282 0.11487 0.29537 2.14 3.25 -0.15
O 1.47421 3.80267 -0.76791 -0.64 -2.24 -0.66
O -0.19819 2.62662 -2.12287 -0.01 -0.18 0.04
S 1.05518 2.52006 -1.40710 0.55 1.64 0.89
Cl 0.55127 0.60950 2.02574 -0.14 -0.11 0.22
Cl 2.06867 -0.84221 0.00656 1.04 -0.26 -0.17
H -0.07953 -0.61003 0.15038 -2.93 -2.09 -0.18
```
Forces are in eV/Å.

Its frontier orbital gap (alpha / beta) is 0.2428 / 0.2426 hartree. The calculation puts the largest force on an atom at 3.9 eV/A. Its total charge is -1. As for the highest occupied orbital energy (alpha / beta): -3.1 / -3.1 eV. The energy above the lowest of the compared OMol25 structures with the same formula, charge and spin is 34.6 kcal per mole. The multiplicity is 1.

---

An isolated molecule of CHCl2OPS in a non-equilibrium geometry, computed with ωB97M-V/def2-TZVPD.

Geometry as XYZ:
```
7
Properties=species:S:1:pos:R:3:forces:R:3
C -1.27679 -0.39002 -0.30922 3.87 -3.86 4.24
O 1.02707 -0.15495 1.64802 0.50 -0.40 0.89
P 0.84129 0.08265 0.23456 -3.50 0.49 -0.91
S -1.99705 -1.50500 0.55037 0.20 0.77 -0.78
Cl 2.32996 -0.43280 -0.96393 0.32 -0.41 -0.40
Cl 0.59629 2.05711 -0.24162 0.20 0.14 0.01
H -1.52077 0.34301 -0.91818 -1.59 3.26 -3.07
```
Forces are in eV/Å.

Its frontier orbital gap is 0.2914 hartree. The calculation puts the largest force on an atom at 6.9 eV/A. Its total charge is 0. As for the highest occupied orbital energy: -9.2 eV. The energy above the lowest of the compared OMol25 structures with the same formula, charge and spin is 30.7 kcal per mole. The multiplicity is 1.

---

A structure of composition CHCl2OPS in a non-equilibrium geometry, computed with ωB97M-V/def2-TZVPD.

Geometry as XYZ:
```
7
Properties=species:S:1:pos:R:3:forces:R:3
C -0.63014 1.10302 -0.76591 -1.72 -2.32 3.20
O 1.75686 -0.34444 1.21870 -0.47 0.35 -0.05
P 0.48278 -0.63967 0.54518 0.07 3.38 -0.34
S 0.23212 2.12993 -1.53529 0.04 0.15 -0.35
Cl -0.87274 -1.32676 1.84017 -0.57 -0.34 0.04
Cl 0.82050 -1.91815 -0.86858 -0.13 -1.58 -1.36
H -1.78939 0.99607 -0.43426 2.79 0.37 -1.16
```
Forces are in eV/Å.

Its frontier orbital gap is 0.2827 hartree. The calculation puts the largest force on an atom at 4.3 eV/A. Its total charge is 0. As for the highest occupied orbital energy: -8.9 eV. The energy above the lowest of the compared OMol25 structures with the same formula, charge and spin is 43.6 kcal per mole. The multiplicity is 1.

---

A cluster of 2 separate species, CHCl2OPS in total in a non-equilibrium geometry, computed with ωB97M-V/def2-TZVPD.

Geometry as XYZ:
```
7
Properties=species:S:1:pos:R:3:forces:R:3
C -1.46568 1.22956 0.01152 1.83 -0.23 -0.19
O -1.58754 -1.33197 1.10316 0.05 0.19 0.20
P -2.16585 -0.39400 0.15410 -0.01 -0.73 0.28
S -1.66316 2.75931 -0.12249 0.09 -0.88 0.15
Cl -4.12940 -0.14934 0.52056 0.00 0.23 -0.16
Cl -2.05844 -0.99294 -1.73831 -0.12 0.07 -0.29
H 0.53226 -0.06684 -0.04442 -1.84 1.34 0.00
```
Forces are in eV/Å.

Its frontier orbital gap is 0.2452 hartree. The calculation puts the largest force on an atom at 2.3 eV/A. Its total charge is 0. As for the highest occupied orbital energy: -8.7 eV. The energy above the lowest of the compared OMol25 structures with the same formula, charge and spin is 100.2 kcal per mole. The multiplicity is 1.